{"formula": "C22H46Cl8N3O5P", "method": "ωB97M-V with the def2-TZVPD basis set", "energy_ev": -147738.2983, "homo_ev": -8.301, "smiles": "CN(C)P(=O)(N(C)C)N(C)C.O=C1CCCO1.O=C1CCCO1.ClCCCl.ClCCCl.ClCCCl.ClCCCl", "orbital_gap_ev": 8.59, "multiplicity": 1, "elements": ["C", "N", "C", "P", "O", "N", "C", "C", "N", "C", "C", "H", "H", "H", "H", "H", "H", "H", "H", "H", "H", "H", "H", "H", "H", "H", "H", "H", "H", "O", "C", "C", "C", "C", "O", "H", "H", "H", "H", "H", "H", "O", "C", "C", "C", "C", "O", "H", "H", "H", "H", "H", "H", "Cl", "C", "C", "Cl", "H", "H", "H", "H", "Cl", "C", "C", "Cl", "H", "H", "H", "H", "Cl", "C", "C", "Cl", "H", "H", "H", "H", "Cl", "C", "C", "Cl", "H", "H", "H", "H"], "xyz": [[-1.42265, -5.51216, 1.93999], [-2.39508, -4.55420, 1.41893], [-3.00910, -4.82441, 0.13886], [-2.67036, -3.19094, 2.33722], [-2.22632, -3.37523, 3.72737], [-1.91017, -1.96305, 1.51279], [-0.47644, -2.02410, 1.40732], [-2.57080, -1.12020, 0.51308], [-4.29877, -2.94048, 2.16046], [-4.91928, -1.63627, 2.24263], [-5.20795, -4.04428, 2.42826], [-1.38500, -6.40239, 1.31122], [-1.60859, -5.81885, 2.96860], [-0.41505, -5.07788, 1.92993], [-3.80618, -5.57823, 0.26657], [-2.33340, -5.38061, -0.51692], [-3.41693, -3.91425, -0.28622], [0.01448, -1.07205, 1.21432], [-0.07257, -2.30167, 2.39141], [-0.11749, -2.80426, 0.72316], [-2.85312, -0.17634, 0.98581], [-1.87242, -0.92145, -0.30235], [-3.43030, -1.58208, 0.03195], [-5.79220, -1.63885, 2.88774], [-4.20688, -0.89021, 2.63255], [-5.06102, -1.12903, 1.27972], [-6.14533, -3.88622, 1.89845], [-5.35094, -4.15904, 3.50785], [-4.78150, -4.98500, 2.08227], [2.83636, 1.84650, -1.08113], [2.00776, 2.09645, -0.25197], [1.78365, 3.37157, 0.53687], [0.30170, 3.32184, 0.87044], [0.02806, 1.81261, 0.89129], [1.01428, 1.23811, 0.03394], [2.35999, 3.24523, 1.45559], [2.12896, 4.24683, -0.00124], [0.00419, 3.79054, 1.80355], [-0.25416, 3.73878, 0.02803], [0.07087, 1.40557, 1.90696], [-0.96090, 1.55923, 0.51425], [-1.45747, 1.32547, -2.11402], [-1.08385, 0.52854, -2.92551], [0.22984, 0.43725, -3.66238], [0.28940, -0.98774, -4.22921], [-1.05460, -1.61316, -3.77450], [-1.82163, -0.58491, -3.17133], [0.14113, 1.19085, -4.45332], [1.12625, 0.69256, -3.10573], [0.24899, -1.07881, -5.31281], [1.19190, -1.45096, -3.84309], [-1.59736, -2.11586, -4.57013], [-0.83313, -2.39443, -3.03864], [-5.35766, 0.92927, -1.48543], [-4.20728, 2.16357, -0.92018], [-4.85719, 3.41955, -0.39436], [-5.57609, 4.43514, -1.64073], [-3.51953, 2.42358, -1.71817], [-3.62465, 1.68793, -0.13422], [-4.10413, 3.96299, 0.18193], [-5.59105, 3.17802, 0.37713], [5.27009, 1.72415, -4.20660], [4.63149, 0.44760, -3.15503], [5.12926, -0.93454, -3.53604], [4.56627, -1.33107, -5.18805], [3.54765, 0.51503, -3.17931], [4.91199, 0.66506, -2.12502], [4.63207, -1.63368, -2.87161], [6.21311, -0.89879, -3.54116], [5.16284, 4.56184, 0.73912], [5.63266, 3.53148, -0.66839], [7.00942, 3.96555, -1.09748], [7.75371, 2.79525, -2.21711], [4.90243, 3.71730, -1.44632], [5.64248, 2.52430, -0.26993], [7.67931, 4.09136, -0.24844], [7.05045, 4.92943, -1.60014], [5.01361, 1.44128, 3.60325], [3.57104, 2.48028, 3.89527], [2.41032, 1.61232, 4.26519], [1.08917, 2.57312, 5.02637], [3.44273, 3.15882, 3.05383], [3.94878, 3.15789, 4.65792], [2.76739, 0.92087, 5.02494], [1.90044, 1.06672, 3.47990]], "atomic_forces_ev_per_a": [[0.438, 0.024, -0.137], [0.330, -0.440, 0.782], [-0.223, -1.091, 0.517], [-0.399, -0.469, -0.298], [0.617, -0.055, -0.037], [-0.836, 0.971, -0.400], [0.811, -0.740, 1.328], [0.515, -0.132, -0.062], [-0.220, 0.314, -0.915], [1.323, 1.432, 0.058], [0.493, -0.332, 0.216], [-0.185, 0.019, -0.030], [-0.263, 0.080, -0.034], [-0.007, -0.109, 0.006], [-0.301, 0.427, -0.069], [0.344, 0.711, -0.230], [0.062, -0.074, -0.312], [-0.376, 0.155, -0.446], [-0.101, -0.121, -0.095], [-0.075, 0.249, -0.311], [-0.162, 0.120, -0.327], [0.037, 0.142, 0.082], [-0.137, -0.029, 0.226], [-0.142, -0.003, -0.142], [-0.114, -0.426, 0.700], [-0.956, -0.725, -0.185], [-0.092, 0.038, 0.128], [-0.370, 0.068, -0.050], [0.007, 0.058, -0.051], [0.287, -0.100, 0.187], [-0.662, 0.594, -0.338], [0.140, -0.321, 0.440], [-0.268, -0.374, -0.612], [-0.438, 0.450, 0.437], [-0.034, -0.744, 0.039], [0.173, 0.237, -0.098], [0.067, 0.009, 0.030], [0.099, 0.160, -0.027], [-0.110, 0.200, 0.186], [0.431, -0.135, -0.094], [0.105, -0.034, -0.283], [-0.007, 0.583, -0.320], [0.475, -1.148, 1.129], [-0.229, 0.323, -1.327], [-0.796, 0.264, -0.240], [1.235, -0.869, 0.584], [-0.265, 0.211, -0.098], [0.173, -0.050, -0.022], [-0.317, 0.145, 0.503], [0.651, 0.510, -0.054], [-0.211, -0.522, -0.086], [-0.223, 0.427, -0.145], [-0.342, 0.166, 0.218], [-0.059, 0.076, -0.091], [0.250, 0.311, -0.042], [0.117, -0.571, 1.228], [-0.022, 0.074, -0.042], [-0.088, -0.261, -0.171], [-0.019, 0.076, 0.082], [0.138, 0.315, -0.518], [-0.363, -0.022, -0.402], [-0.075, 0.028, -0.115], [-0.265, -0.137, 0.311], [-0.669, 1.172, -0.370], [0.071, -0.226, -0.035], [-0.005, -0.063, -0.150], [0.197, 0.071, -0.070], [0.539, -0.294, 0.137], [0.040, -0.602, 0.150], [-0.093, 0.080, -0.058], [0.259, 0.541, 0.321], [0.813, 0.487, 0.119], [0.043, -0.091, 0.129], [-0.148, -0.428, 0.010], [-0.171, -0.162, -0.335], [-0.074, -0.384, 0.100], [-0.470, -0.033, -0.115], [-0.219, -0.042, -0.376], [1.083, 0.786, -0.349], [-0.364, 0.020, 0.975], [0.155, 0.137, -0.105], [-0.162, -0.466, -0.301], [-0.632, -0.286, 0.565], [-0.250, -0.136, -0.038], [0.491, -0.014, -0.368]], "mulliken_charge": [-1.094, 0.334, -0.994, 0.161, -0.914, 0.353, -1.008, -1.050, 0.400, -1.225, -1.168, 0.450, 0.282, 0.268, 0.350, 0.390, 0.269, 0.249, 0.355, 0.289, 0.107, 0.371, 0.465, 0.426, 0.373, 0.373, 0.409, 0.310, 0.370, -0.585, 0.358, 0.675, -0.772, 0.318, -0.263, -0.824, 0.491, 0.401, 0.297, 0.320, -0.408, -0.489, 0.401, 0.444, -0.442, -0.319, -0.367, 0.335, -0.605, 0.241, 0.249, 0.342, 0.178, -0.201, 0.322, -0.466, -0.187, 0.251, -0.343, 0.299, 0.362, -0.184, 0.554, -0.522, -0.209, -0.394, 0.091, 0.323, 0.403, -0.229, -0.191, -0.523, -0.188, 0.272, 0.206, 0.339, 0.336, -0.214, -0.293, -0.181, -0.207, 0.085, 0.373, 0.386, 0.054]}